The following is a DFT calculation (ωB97M-V/def2-TZVPD) of a cluster of 28 separate species, C22H91BrO36P2 in total at a distorted geometry.

Gap between HOMO and LUMO, eV: 7.30
HOMO level, eV: -7.80

Cartesian coordinates (Å):
C1 -0.8743 -0.2847 -2.8424
C2 3.2767 -1.1088 0.2899
O1 -1.2467 -4.6199 -0.1856
H1 0.0631 5.5788 -3.9230
H2 4.7966 2.7893 0.4367
H3 -7.1688 1.7832 -4.6776
H4 1.8266 3.1772 -5.6040
H5 -0.7471 0.2306 -4.9832
H6 2.0715 -3.5031 -0.9620
O2 -0.6862 -5.0087 6.2324
P1 -0.9473 -3.9836 -1.6305
O3 0.2621 -4.8374 -2.3037
H7 3.0159 1.4490 -4.0190
H8 -4.8845 2.8976 -4.3024
H9 3.0380 -0.1018 -2.2012
O4 -7.2950 2.2446 2.3949
C3 1.8546 -1.1275 0.8964
H10 0.1501 7.0849 -3.7361
H11 7.6008 -4.9555 2.7520
C4 4.4154 2.4737 -0.5365
C5 4.4163 3.3903 -1.5643
H12 0.1821 -4.0757 7.9861
H13 -7.4520 3.1609 2.1440
H14 5.3576 -0.6390 3.6634
O5 -5.0275 1.3459 1.2475
O6 6.1562 -0.4097 3.1619
O7 -2.1513 -4.1648 -2.4429
H15 2.3746 5.7756 2.2786
H16 -8.0622 2.0126 2.9276
H17 3.8128 0.7196 1.3985
H18 -2.2483 3.8123 -5.8902
H19 0.7786 -3.9638 2.8358
H20 -5.1582 1.0632 -2.8390
O8 0.4145 -6.5802 0.9699
C6 1.2217 -3.2543 3.5454
H21 -1.3897 -1.6838 -0.9874
P2 0.8709 0.4271 0.4476
H22 0.4355 -4.5037 -3.1984
O9 -2.4317 -7.4591 0.4554
H23 -0.4969 0.2013 -1.9324
H24 1.3129 3.1646 -7.8380
H25 1.7745 5.3149 4.3103
O10 -6.1837 4.2670 3.8103
Br1 3.4355 -1.6682 4.4306
O11 -0.1174 -3.3876 8.5937
H26 -4.4011 -1.2889 -4.1653
O12 1.8104 -1.1859 2.3352
H27 2.1313 3.8395 4.2294
O13 1.8863 -3.4461 -0.0151
O14 -0.6944 5.2166 4.3009
O15 -4.2268 3.2449 -3.6913
H28 2.4319 1.2305 5.3213
H29 -0.8926 -4.2156 5.7284
H30 0.1574 1.6899 6.1019
H31 0.0830 3.2953 0.7301
H32 0.1129 -6.6956 -3.2228
H33 -5.2949 -7.2727 2.6129
H34 -1.0778 -5.7222 5.7176
H35 3.7511 1.6430 4.6995
H36 -0.2783 -2.6287 8.0244
H37 -1.6519 2.0973 -3.4702
C7 3.4464 0.8879 -1.9977
H38 -3.2583 -2.6970 1.1619
O16 -4.8052 -7.9428 2.1256
H39 0.8885 3.7731 2.2581
H40 -6.0301 3.5845 4.4703
O17 0.3553 -1.9352 5.3942
C8 1.4273 1.8214 1.5564
H41 -0.4209 -4.6803 0.3407
O18 2.9244 2.0081 5.0323
H42 1.2093 -6.9686 0.5903
H43 -0.7641 4.3866 4.7898
H44 4.8090 4.3996 -1.4331
O19 -3.1687 -1.8863 0.6487
C9 3.9471 1.1918 -0.7489
H45 -4.7291 3.4189 -2.8872
H46 -3.6394 -1.2232 1.1711
H47 2.9570 -2.9518 2.3171
H48 -1.1205 5.8637 4.8729
O20 0.3069 4.4255 -9.0850
O21 0.7349 -1.8188 -1.0875
H49 -1.9618 -0.0872 -2.8533
H50 3.9789 3.8156 -3.6287
H51 0.4517 -8.1783 -3.2080
H52 1.0814 3.2626 -3.1229
H53 -0.4704 4.2295 -8.5426
O22 -1.0159 -2.2541 3.6777
O23 6.1187 -3.2731 2.5399
C10 2.2921 -2.3311 2.9263
H54 0.8076 1.8715 -2.0723
C11 1.0719 -2.3086 0.2074
H55 2.9080 6.4120 0.9977
H56 0.1951 5.3535 -9.3137
H57 -0.4630 2.6100 2.3284
H58 1.4552 4.6388 -5.4357
H59 -5.4388 4.1788 3.2050
C12 3.9486 3.0811 -2.8294
C13 -0.5673 -2.1665 -1.5424
H60 -2.7430 1.2226 1.0738
H61 6.9012 -2.8708 2.9332
H62 -3.9371 -1.5194 -2.7381
H63 -1.5782 -1.8583 4.3637
H64 -0.1449 -7.3386 1.1839
O24 -1.7642 3.6124 -6.7019
H65 -1.4726 1.8326 -0.0783
H66 -0.8497 0.3618 2.1339
H67 -5.6858 1.0092 0.6293
O25 -6.6669 1.6065 -5.4813
H68 3.1763 -1.4184 -0.7549
H69 -0.2573 3.2815 -2.0020
O26 -5.3305 1.3461 -1.9343
H70 -2.5466 -6.5377 0.1944
O27 1.5181 2.3177 -7.4134
C14 -0.5993 1.9711 -3.7686
O28 -0.6393 -1.7017 -2.8581
H71 -0.4806 2.5558 -4.6893
H72 5.3871 -2.8223 2.9762
O29 0.0226 2.2970 5.3669
O30 0.5990 -7.3721 -3.7113
C15 0.1896 -2.4268 4.2931
H73 -2.3985 0.3834 -0.4494
H74 -5.5340 1.5220 2.0523
C16 4.0369 0.2315 0.4388
O31 2.2063 4.6660 3.7407
C17 -0.2746 0.4691 -4.0193
H75 -4.9373 -8.7506 2.6327
H76 7.4335 -6.4631 2.8066
O32 2.2044 6.4938 1.6479
H77 -3.2385 -7.6730 0.9468
H78 0.8177 0.3851 -4.0950
C18 -0.8630 0.0523 1.0719
H79 -1.0924 -1.0122 1.0788
C19 0.3011 2.6261 -2.6905
C20 3.4161 1.7778 -3.0641
C21 -1.9361 0.9479 0.3717
C22 0.3864 2.9540 1.7272
H80 2.3569 2.2772 1.1956
H81 0.1929 -2.6129 0.7940
H82 -4.6978 0.8418 -1.4140
H83 0.8107 2.1867 4.8193
O33 1.6165 3.8365 -4.9269
H84 -7.3167 1.2498 -6.0947
H85 5.1016 -0.0488 0.5185
H86 3.9265 -1.8729 0.7456
O34 -4.5696 -1.0085 -3.2592
H87 5.9841 0.4743 2.8217
H88 -2.4485 3.3216 -7.3145
O35 -0.4668 6.3837 -3.9684
O36 7.8373 -5.7286 3.2777
H89 1.7367 -3.8638 4.3002
H90 1.0323 1.6704 -7.9315
H91 1.6230 1.3792 2.5528